Molecular formula: C9H14
Method: DFT, ωB97M-V with the def2-TZVPD basis set

Structure (XYZ):
```
23
Properties=species:S:1:pos:R:3:forces:R:3
C -2.405332 0.506376 -0.597238 0.2265 0.8090 0.4660
C -1.543759 0.669876 0.643639 0.2088 1.5670 -0.1987
C -1.021758 -0.329339 1.452895 -0.6159 -0.5012 0.4746
C 0.038714 -0.054439 2.307473 0.0553 0.6674 0.6481
C 0.529220 1.256279 2.439449 1.1332 0.6137 0.0121
C -0.043097 2.307462 1.754919 -1.3019 -1.2851 -1.0112
C -1.107320 1.967302 0.906318 1.0412 0.5984 -1.3004
H -3.434272 0.258094 -0.351096 0.0375 -0.7142 -0.3911
H -1.870784 -0.046028 -1.349973 -0.2846 -1.3751 -0.0031
H -2.453525 1.437759 -1.161693 -0.1776 0.5240 0.5681
H -1.557235 -1.280527 1.491122 0.6855 -0.1305 -0.2898
H 0.484324 -0.817496 2.939747 -0.1690 -0.0794 -0.2430
H 1.459238 1.552756 2.946346 -0.4497 -0.8876 0.2811
H 0.357062 3.304313 1.653201 0.1342 0.0529 0.5620
H -1.343598 2.711220 0.145866 -0.4972 0.1227 0.3958
C 2.206146 -1.093033 -2.196528 -0.5620 -0.3893 1.4756
C 1.331693 -2.208005 -1.599578 -0.9543 -0.6965 -1.5533
H 1.855113 -0.754173 -3.170024 0.0418 -0.1550 0.0078
H 2.096347 -0.260349 -1.479398 0.8002 -0.0433 -0.4951
H 3.210262 -1.525296 -2.254937 0.0515 0.7464 -0.1120
H 1.756188 -2.779186 -0.775796 0.1680 0.4046 0.1366
H 1.138322 -2.943625 -2.399008 0.1678 -0.0543 0.2671
H 0.318057 -1.879932 -1.345701 0.2607 0.2055 0.3029
```
Forces are in eV/Å.

## Properties
* SMILES: Cc1ccccc1.CC
* E_tot: -9559.169 eV
* ΔE to the lowest compared entry with this formula, charge and spin: 23.3 kcal/mol
* total charge: 0